## P
# C5H3NO

A structure of composition C5H3NO (the ωB97M-V functional and the def2-TZVPD basis, the Open Molecules 2025 dataset).

XYZ file:
```
10
Properties=species:S:1:pos:R:3:lowdin_charge:R:1
N 2.9796 -0.6682 -0.1257 0.14
C 1.8696 -0.3328 -0.0805 -0.21
C 0.5267 0.1262 -0.0030 -0.22
C 0.1828 1.5304 0.2649 -0.24
O -0.9631 1.9271 0.3279 0.04
C -1.8123 -1.0102 0.0565 0.22
C -0.5809 -0.6564 -0.1172 -0.14
H 1.0458 2.2041 0.4141 0.13
H -2.5836 -1.2641 -0.6627 0.09
H -0.6647 -1.8559 -0.0742 0.19
```

Output
* frontier orbital gap: 8.70 eV
* HOMO level: -9.209 eV

---

## Q
# C5H3NO

An isolated molecule of C5H3NO (the ωB97M-V functional and the def2-TZVPD basis, the Open Molecules 2025 dataset).

XYZ file:
```
10
Properties=species:S:1:pos:R:3:lowdin_charge:R:1
C -1.8807 -1.0210 0.0832 0.14
C -0.6862 -0.9838 -0.0455 -0.11
C 0.4615 -0.1255 -0.3585 -0.26
C 1.8265 -0.5785 -0.0071 -0.18
N 2.9055 -0.9227 0.2274 0.16
C 0.0703 1.2755 0.3032 -0.18
O -1.0488 1.5572 0.6107 0.08
H -2.9424 -1.0240 0.2410 0.05
H 0.4444 0.0604 -1.4421 0.16
H 0.8927 1.9987 0.4268 0.13
```

Output
* frontier orbital gap: 11.13 eV
* HOMO level: -10.719 eV
* SMILES string: C#C[C@H](C#N)C=O

---

## R
# C5H3NO

A structure of composition C5H3NO (the ωB97M-V functional and the def2-TZVPD basis, the Open Molecules 2025 dataset).

XYZ file:
```
10
Properties=species:S:1:pos:R:3:lowdin_charge:R:1
C 2.8440 0.9620 0.6128 -0.05
C 1.6526 0.6130 0.4418 -0.30
C 0.3643 0.2009 0.1376 -0.32
C -0.8411 0.9367 -0.0707 0.03
O -1.8717 0.1449 -0.1822 0.03
N -1.5243 -1.1768 -0.1136 0.10
C -0.2153 -1.1745 0.0657 -0.07
H 0.2796 -0.4120 -0.9782 0.26
H -1.0309 2.0017 -0.0858 0.16
H 0.3428 -2.0959 0.1724 0.16
```

Output
* frontier orbital gap (spin up / spin down): 7.40 / 7.40 eV
* HOMO level (spin up / spin down): -8.817 / -8.817 eV

---

## S
# C5H3NO

An isolated molecule of C5H3NO (the ωB97M-V functional and the def2-TZVPD basis, the Open Molecules 2025 dataset).

XYZ file:
```
10
Properties=species:S:1:pos:R:3:lowdin_charge:R:1
N 2.8914 -1.6540 -0.4901 0.16
C 1.9100 -1.0303 -0.4276 -0.13
C 0.7340 -0.2083 -0.1551 -0.41
C -0.3706 -0.4853 -0.8732 0.07
C -1.3588 0.5521 -0.1052 -0.03
C -0.6046 0.9888 0.9016 -0.13
O 0.8052 0.6955 0.7994 0.07
H -0.6162 -1.2366 -1.5500 0.09
H -2.5957 0.6805 0.1510 0.18
H -0.7947 1.6975 1.7491 0.14
```

Output
* frontier orbital gap: 10.58 eV
* HOMO level: -9.838 eV
* SMILES string: N#Cc1ccco1

---

It comes down to S, which is 0.0143 hartree more stable than the next structure.

---

## P
# C5H3NO

An isolated molecule of C5H3NO (the ωB97M-V functional and the def2-TZVPD basis, the Open Molecules 2025 dataset).

XYZ file:
```
10
Properties=species:S:1:pos:R:3:lowdin_charge:R:1
N 3.1029 -0.7492 -0.0277 0.13
C 2.0265 -0.3099 -0.0186 -0.22
C 0.6660 0.1073 -0.0087 -0.22
C 0.0962 1.4136 0.2240 -0.23
O -1.1309 1.5912 0.2417 -0.02
C -1.6857 -0.7241 -0.0825 0.27
C -0.4218 -0.7798 -0.1715 -0.15
H 0.7669 2.2757 0.3885 0.14
H -2.7212 -0.9209 -0.2464 0.09
H -0.6990 -1.9040 -0.2987 0.19
```

Output
* frontier orbital gap: 7.91 eV
* HOMO level: -8.806 eV

---

## Q
# C5H3NO

An isolated molecule of C5H3NO (the ωB97M-V functional and the def2-TZVPD basis, the Open Molecules 2025 dataset).

XYZ file:
```
10
Properties=species:S:1:pos:R:3:lowdin_charge:R:1
C -1.7703 -0.5324 1.7824 0.13
C -0.7962 -0.3067 1.1083 -0.09
C 0.1555 -0.0063 0.0888 -0.23
C -0.2267 0.2752 -1.2606 -0.09
N 0.7987 0.5167 -2.0222 0.07
O 1.9000 0.4040 -1.2038 -0.04
C 1.5118 0.0956 0.0380 -0.05
H -2.6425 -0.7323 2.3653 0.03
H -1.2329 0.3017 -1.6660 0.13
H 2.3096 -0.0174 0.7623 0.14
```

Output
* frontier orbital gap: 10.42 eV
* HOMO level: -9.521 eV
* SMILES string: C#Cc1cnoc1

---

It comes down to Q, which is 0.0549 hartree more stable than the next structure.

---

## P
# C5H3NO

An isolated molecule of C5H3NO (the ωB97M-V functional and the def2-TZVPD basis, the Open Molecules 2025 dataset).

XYZ file:
```
10
Properties=species:S:1:pos:R:3:lowdin_charge:R:1
C 0.4013 -2.5748 -0.7284 0.16
C 0.5108 -1.2467 -0.6393 -0.02
C 0.0925 0.0518 -0.1497 -0.22
C -0.4273 0.3716 1.2069 -0.05
N -0.6851 1.6351 1.2155 0.02
O -0.1558 2.2653 0.1555 0.02
C 0.2236 1.2806 -0.5903 -0.16
H 0.4959 -3.5014 -1.1046 -0.03
H -0.9519 -0.1027 2.0819 0.15
H 0.4959 1.8211 -1.4477 0.14
```

Output
* frontier orbital gap: 9.98 eV
* HOMO level: -9.368 eV
* SMILES string: C#Cc1cnoc1

---

## Q
# C5H3NO

A structure of composition C5H3NO (the ωB97M-V functional and the def2-TZVPD basis, the Open Molecules 2025 dataset).

XYZ file:
```
10
Properties=species:S:1:pos:R:3:lowdin_charge:R:1
O -1.6938 -0.0878 1.2146 0.11
C -1.0238 0.1883 0.2507 -0.57
C -0.2934 -0.8261 -0.4985 -0.02
C 0.8558 -0.1298 0.3475 -0.11
C 1.9873 -0.1976 0.7553 0.20
C -0.9705 1.5383 -0.3768 -0.12
N -1.1136 2.5358 -0.9438 0.18
H -0.3547 -0.8138 -1.6102 0.15
H -0.4089 -1.8349 -0.0906 0.13
H 3.0157 -0.3726 0.9517 0.05
```

Output
* frontier orbital gap: 9.90 eV
* HOMO level: -10.550 eV

---

It comes down to Q, which is 0.0301 hartree more stable than the next structure.

---

## P
# C3H4NO2

The ion C3H4NO2 with charge -1 (the ωB97M-V functional and the def2-TZVPD basis, the Open Molecules 2025 dataset).

XYZ file:
```
10
Properties=species:S:1:pos:R:3:lowdin_charge:R:1
O 1.3067 2.8535 -0.2805 -0.03
C 0.7365 2.1109 -1.0440 -0.86
O -0.0512 2.3144 -1.9140 -0.03
N 0.9450 0.6124 -0.8776 -0.01
C -0.3612 0.0339 -0.6623 -0.22
C 0.5543 0.1823 0.4891 -0.17
H -0.5045 -0.8862 -1.0220 0.04
H -1.2360 0.5763 -0.9035 0.09
H 0.2037 0.9004 1.2295 0.08
H 1.0922 -0.8119 0.9282 0.12
```

Output
* net charge: -1
* frontier orbital gap: 8.51 eV
* HOMO level: -4.080 eV
* SMILES string: O=C([O-])N1CC1

---

## Q
# C3H4NO2

A structure of composition C3H4NO2 (the ωB97M-V functional and the def2-TZVPD basis, the Open Molecules 2025 dataset).

XYZ file:
```
10
Properties=species:S:1:pos:R:3:lowdin_charge:R:1
C 2.6921 -0.1443 0.0716 -0.67
C 0.0178 -0.4086 -0.0611 -0.32
C 0.1042 0.9553 0.2947 -0.29
N 1.0051 -0.0087 0.8988 -0.06
O 3.5344 0.2370 0.8093 0.01
O 2.5491 -0.5519 -1.0466 -0.02
H -0.7241 -1.0603 0.6411 0.11
H 0.3979 -0.8955 -0.9837 0.08
H 0.5346 1.5987 -0.4727 0.09
H -0.6308 1.4053 0.8834 0.05
```

Output
* net charge: -1
* frontier orbital gap: 7.77 eV
* HOMO level: -3.247 eV

---

## R
# C3H4NO2

A cluster of 2 separate species, C3H4NO2 in total (the ωB97M-V functional and the def2-TZVPD basis, the Open Molecules 2025 dataset).

XYZ file:
```
10
Properties=species:S:1:pos:R:3:lowdin_charge:R:1
N 3.7544 -2.2336 -0.4882 -0.01
C 2.7840 -1.6329 -0.2410 -0.08
H 1.8890 -1.0789 -0.0130 0.00
O 0.3764 -0.0513 0.6535 -0.13
O -0.6019 -0.1576 -1.3981 -0.10
C -0.5316 0.1918 -0.1879 -0.77
C -1.7049 1.0710 0.3260 -0.06
H -1.4536 2.1306 0.1512 0.06
H -2.6411 0.8386 -0.2089 0.05
H -1.8708 0.9223 1.4063 0.05
```

Output
* net charge: -1
* frontier orbital gap: 8.92 eV
* HOMO level: -4.544 eV

---

It comes down to R, which is 0.0658 hartree more stable than the next structure.

---

## P
# C21H61N9O11

A cluster of 8 separate species, C21H61N9O11 in total (the ωB97M-V functional and the def2-TZVPD basis, the Open Molecules 2025 dataset).

XYZ file:
```
102
Properties=species:S:1:pos:R:3:lowdin_charge:R:1
C 28.7961 -4.1715 0.2830 -0.13
O 28.8588 -3.0455 1.1129 -0.19
C 29.0706 -3.3312 2.5063 -0.18
C 27.6911 -3.4860 3.2165 -0.21
N 27.1384 -2.1633 3.4828 -0.06
C 26.0499 -2.2819 4.4996 -0.20
C 24.7907 -2.9755 4.0408 -0.22
O 23.9078 -2.2017 3.2272 -0.20
C 23.3682 -1.0675 3.9238 -0.08
H 27.8687 -4.7381 0.4012 0.08
H 29.6406 -4.8468 0.4493 0.08
H 28.9036 -3.8485 -0.7524 0.09
H 29.6915 -2.4964 2.8272 0.11
H 29.6396 -4.2431 2.7051 0.11
H 27.9342 -4.0112 4.1445 0.12
H 27.0181 -4.1467 2.6667 0.11
H 26.6212 -2.0332 2.6165 0.12
H 25.7766 -1.2902 4.8592 0.08
H 26.4239 -2.8423 5.3586 0.13
H 24.2312 -3.4694 4.8414 0.12
H 25.0326 -3.8297 3.4042 0.11
H 22.6653 -0.6782 3.1906 0.10
H 24.2182 -0.4039 4.0862 0.07
H 22.9148 -1.3960 4.8606 0.09
C 22.3452 3.4927 8.8700 -0.07
O 23.5044 3.2090 9.6879 -0.23
C 23.7514 4.1919 10.6741 -0.21
C 22.8611 4.0546 11.9517 -0.19
N 22.8661 2.6557 12.3297 -0.08
C 22.2013 2.2301 13.5548 -0.21
C 22.3127 0.7296 13.7176 -0.20
O 21.6162 0.1502 12.6118 -0.23
C 20.9479 -1.0684 12.8496 -0.10
H 22.6030 4.0555 7.9700 0.09
H 21.6115 4.0613 9.4411 0.09
H 21.9123 2.5439 8.5553 0.05
H 23.6926 5.2041 10.2668 0.12
H 24.7514 3.9596 11.0450 0.12
H 21.8049 4.2196 11.7065 0.11
H 23.2102 4.6683 12.7804 0.12
H 22.5178 2.0456 11.6024 0.10
H 21.1825 2.6291 13.5407 0.12
H 22.7749 2.5932 14.4126 0.12
H 21.7213 0.5024 14.6077 0.12
H 23.3439 0.3875 13.8101 0.13
H 21.4140 -1.7883 12.1699 0.07
H 19.8978 -1.0231 12.5603 0.09
H 21.1541 -1.5120 13.8245 0.09
C 28.0600 2.5452 7.3386 -0.09
O 26.7532 2.5929 6.8396 -0.28
C 25.8314 3.3430 7.6293 -0.17
C 25.7976 4.8440 7.2512 -0.20
N 26.6142 5.6739 8.0976 -0.06
C 26.4406 7.1455 7.8818 -0.16
C 26.6330 7.5968 6.4085 -0.24
O 25.3930 7.4594 5.7501 -0.22
C 25.5388 7.6455 4.3179 -0.08
H 28.2062 1.7946 8.1207 0.13
H 28.4454 3.5464 7.5351 0.12
H 28.7411 2.0965 6.6107 0.07
H 25.9815 3.2840 8.7092 0.14
H 24.8265 3.0115 7.3737 0.08
H 24.7571 5.1607 7.3978 0.12
H 26.1068 4.8476 6.2051 0.13
H 26.3258 5.3794 9.0225 0.09
H 27.1137 7.7927 8.4432 0.11
H 25.4148 7.3572 8.1969 0.11
H 27.4685 7.0070 6.0233 0.12
H 26.8224 8.6740 6.3954 0.12
H 25.7359 8.7188 4.2480 0.08
H 24.5855 7.3825 3.8682 0.09
H 26.4054 7.1363 3.8953 0.08
N 24.6185 -2.5259 9.4343 0.14
C 24.0095 -2.1998 10.6258 -0.67
N 23.7508 -0.8735 10.5288 0.16
O 23.6996 -2.8606 11.5991 0.03
H 24.6044 -1.7942 8.7539 0.07
H 24.8078 -3.4963 9.2440 0.10
H 23.3687 -0.3638 11.3080 0.08
H 23.9317 -0.3700 9.6853 0.05
N 21.3270 -0.3956 8.2028 0.17
C 20.1779 0.2879 8.2282 -0.69
N 19.0872 -0.5183 8.1406 0.15
O 20.1288 1.5127 8.2748 0.01
H 21.3616 -1.3944 8.2974 0.10
H 22.1592 0.1726 8.1382 0.05
H 18.1854 -0.1156 8.3255 0.10
H 19.2197 -1.4927 7.9417 0.09
N 27.6033 0.5493 6.1013 0.16
C 28.8994 0.2140 6.0996 -0.67
N 29.0871 -0.8085 5.2246 0.16
O 29.7703 0.6628 6.8330 0.01
H 26.9192 0.1265 5.5039 0.08
H 27.3034 1.3598 6.6223 -0.03
H 29.9953 -1.2422 5.2504 0.10
H 28.2945 -1.3213 4.8530 0.04
O 24.0458 0.8058 7.7979 -0.05
H 24.4314 0.9867 6.9283 0.02
H 23.8184 1.6750 8.1453 0.01
O 25.0451 2.2425 5.7749 -0.09
H 25.8906 2.6813 5.6186 0.05
H 24.5430 2.3866 4.9668 0.09
```

Output
* frontier orbital gap: 8.64 eV
* HOMO level: -8.358 eV
* SMILES string: COCCNCCOC.COCCNCCOC.COCCNCCOC.NC(N)=O.NC(N)=O.NC(N)=O.O.O

---

## Q
# C21H61N9O11

A cluster of 8 separate species, C21H61N9O11 in total (the ωB97M-V functional and the def2-TZVPD basis, the Open Molecules 2025 dataset).

XYZ file:
```
102
Properties=species:S:1:pos:R:3:lowdin_charge:R:1
C 3.4175 -3.9238 9.5461 -0.13
O 2.7562 -2.8987 8.8416 -0.18
C 3.5612 -1.7514 8.6028 -0.23
C 2.7495 -0.6613 7.9197 -0.23
N 2.5368 -0.9872 6.5298 -0.08
C 1.8502 0.0235 5.7321 -0.19
C 1.3897 -0.4940 4.3312 -0.16
O 2.4333 -1.0216 3.4699 -0.21
C 2.0476 -1.3429 2.1853 -0.12
H 3.7366 -3.6998 10.5655 0.08
H 4.2587 -4.3830 9.0224 0.08
H 2.7158 -4.7555 9.6206 0.08
H 4.4171 -1.9243 7.9481 0.12
H 3.8854 -1.3029 9.5445 0.12
H 3.3751 0.2305 7.8560 0.12
H 1.8039 -0.5153 8.4474 0.12
H 2.0103 -1.8495 6.4799 0.11
H 2.3433 0.9960 5.7466 0.11
H 0.8791 0.2478 6.1819 0.11
H 0.9398 0.3643 3.8362 0.09
H 0.5451 -1.1778 4.4330 0.13
H 1.7554 -0.4811 1.5844 0.07
H 1.2909 -2.1285 2.1303 0.09
H 2.8749 -1.8115 1.6503 0.09
C -2.8970 -6.3121 -9.8260 -0.15
O -2.1927 -5.6695 -8.8164 -0.17
C -2.5187 -4.2741 -8.8091 -0.22
C -2.0819 -3.7745 -7.4554 -0.23
N -2.1656 -2.3340 -7.2594 -0.06
C -1.8981 -2.0331 -5.8210 -0.20
C -1.6017 -0.5365 -5.5603 -0.21
O -1.7511 -0.0677 -4.2107 -0.19
C -0.8215 -0.6302 -3.3595 -0.14
H -2.7584 -7.3875 -9.6996 0.09
H -2.5458 -6.1029 -10.8379 0.09
H -3.9825 -6.2356 -9.7339 0.09
H -3.6042 -4.1559 -8.8591 0.12
H -2.1979 -3.6673 -9.6583 0.13
H -1.0161 -3.9932 -7.3499 0.12
H -2.6193 -4.3464 -6.6995 0.13
H -1.3593 -1.8694 -7.6571 0.10
H -0.9717 -2.5018 -5.4782 0.11
H -2.6884 -2.3450 -5.1380 0.12
H -2.2693 0.1381 -6.0992 0.12
H -0.6427 -0.1802 -5.9451 0.12
H -0.7044 -0.1265 -2.4004 0.08
H 0.1488 -0.6710 -3.8598 0.07
H -1.0740 -1.6754 -3.1646 0.10
C 1.2044 4.0752 -1.7269 -0.07
O -0.1797 3.7772 -1.3695 -0.20
C -0.6291 4.4550 -0.1985 -0.22
C -2.1285 4.3325 0.0129 -0.21
N -2.5356 2.9971 0.3616 -0.07
C -3.9977 2.8118 0.2859 -0.19
C -4.3117 1.2936 0.3729 -0.18
O -3.7175 0.6385 -0.7619 -0.23
C -4.4149 -0.4848 -1.3450 -0.06
H 1.2327 5.1358 -1.9815 0.09
H 1.5644 3.4870 -2.5697 0.09
H 1.8930 3.9158 -0.8952 0.08
H -0.4405 5.5251 -0.3063 0.12
H -0.2324 4.1219 0.7634 0.12
H -2.5268 4.6762 -0.9464 0.12
H -2.4406 5.0539 0.7684 0.13
H -2.3088 2.3311 -0.3676 0.11
H -4.2866 3.1010 -0.7278 0.12
H -4.6358 3.3594 0.9801 0.12
H -5.3897 1.1434 0.3049 0.12
H -3.8833 0.9809 1.3267 0.12
H -3.9514 -0.7363 -2.2982 0.08
H -5.4246 -0.1801 -1.6274 0.08
H -4.4793 -1.3461 -0.6800 0.09
N 4.2429 3.5256 2.1317 0.16
C 3.4738 2.4424 2.2152 -0.74
N 3.8788 1.6626 3.1868 0.20
O 2.5418 2.2261 1.5226 0.06
H 4.9088 3.6880 2.8685 0.10
H 4.2451 4.0867 1.2955 0.11
H 3.4317 0.7687 3.3535 0.09
H 4.6027 1.9494 3.8247 0.11
N 2.3588 0.0994 -2.7951 0.15
C 3.3800 -0.6924 -2.4722 -0.71
N 4.2647 -0.7714 -3.4641 0.15
O 3.4394 -1.2936 -1.3927 0.02
H 2.3850 0.5482 -3.6964 0.10
H 1.5652 0.2577 -2.1934 0.07
H 4.1501 -0.2031 -4.2866 0.10
H 5.0392 -1.4080 -3.3665 0.11
N -2.8638 2.8584 3.6466 0.17
C -1.6652 2.4532 3.9876 -0.76
N -0.9822 2.2407 2.8714 0.16
O -1.0758 2.4831 5.0385 0.03
H -3.0160 2.7939 2.6523 0.06
H -3.5509 3.1792 4.3091 0.12
H -1.3662 2.2922 1.9404 0.05
H -0.0030 2.0091 2.8473 0.09
O -1.1379 -0.3839 0.5405 -0.07
H -0.5734 0.1931 0.0126 -0.03
H -1.9968 -0.3377 0.1130 -0.01
O 0.8212 1.2935 -0.3174 -0.06
H 1.2992 1.4282 0.5116 0.00
H 0.8631 2.1456 -0.7668 0.01
```

Output
* frontier orbital gap: 8.64 eV
* HOMO level: -8.215 eV
* SMILES string: COCCNCCOC.COCCNCCOC.COCCNCCOC.NC(N)=O.NC(N)=O.NC(N)=O.O.O

---

It comes down to Q, which is 0.1202 hartree more stable than the next structure.